The following is a quantum chemistry calculation of 7 unconnected molecules or ions with the total composition H14O7, from OMol25.

Cartesian coordinates (Å):
O: -2.358 1.727 0.746
H: -1.877 0.941 0.489
H: -3.241 1.591 0.401
O: -0.752 -1.550 -3.066
H: -0.603 -0.961 -2.327
H: 0.073 -1.540 -3.552
O: 0.138 1.922 -1.782
H: 0.108 1.128 -1.247
H: 1.068 2.146 -1.826
O: 1.881 -1.700 -1.217
H: 2.485 -2.298 -0.777
H: 1.920 -1.954 -2.139
O: -0.115 -0.132 -0.056
H: 0.765 -0.479 -0.200
H: -0.305 -0.336 0.860
O: -0.835 -0.733 2.477
H: -1.311 -0.536 3.284
H: -0.596 -1.656 2.559
O: 0.946 1.683 2.686
H: 1.294 0.806 2.849
H: 1.312 1.932 1.838

Properties
- E_HOMO (eV) = -10.57
- energy above the lowest of the compared OMol25 structures with the same formula, charge and spin (kcal per mole) = 43.2
- maximum force (eV/A) = 0.8
- E_tot (hartree) = -535.055071
- SMILES = O.O.O.O.O.O.O
- Kohn-Sham gap (eV) = 10.5

=====

The following is a quantum chemistry calculation of 7 unconnected molecules or ions with the total composition H14O7, from OMol25.

Cartesian coordinates (Å):
O: 5.836 10.197 22.750
H: 6.752 9.993 22.518
H: 5.787 10.028 23.697
O: 7.749 12.716 17.652
H: 7.991 12.948 16.751
H: 6.832 12.414 17.591
O: 6.783 9.830 16.423
H: 6.131 10.448 16.774
H: 7.571 9.977 16.958
O: 9.642 11.053 21.101
H: 10.340 11.127 20.446
H: 8.835 11.300 20.630
O: 6.960 10.662 20.141
H: 6.322 10.697 20.860
H: 6.470 10.337 19.381
O: 4.962 12.016 17.305
H: 4.327 12.477 16.747
H: 4.430 11.613 18.000
O: 3.380 11.713 22.548
H: 3.633 12.638 22.491
H: 4.212 11.236 22.665

Properties
- E_HOMO (eV) = -10.91
- energy above the lowest of the compared OMol25 structures with the same formula, charge and spin (kcal per mole) = 36.4
- maximum force (eV/A) = 0.3
- E_tot (hartree) = -535.065901
- SMILES = O.O.O.O.O.O.O
- Kohn-Sham gap (eV) = 10.9

=====

The following is a quantum chemistry calculation of 7 unconnected molecules or ions with the total composition H14O7, from OMol25.

Cartesian coordinates (Å):
O: -2.311 0.295 -1.880
H: -2.819 1.021 -2.243
H: -2.923 -0.163 -1.305
O: -1.639 -2.663 0.979
H: -1.791 -3.539 1.335
H: -0.717 -2.666 0.719
O: 0.574 0.389 0.405
H: 0.820 0.329 -0.518
H: -0.376 0.272 0.409
O: 2.032 1.160 2.802
H: 1.477 0.698 2.175
H: 1.945 0.661 3.614
O: -0.837 -1.695 -2.862
H: -1.430 -0.946 -2.915
H: -0.614 -1.760 -1.933
O: 3.745 -0.216 -2.040
H: 2.993 0.376 -2.042
H: 4.476 0.322 -2.345
O: -1.221 2.603 2.680
H: -0.976 2.839 1.785
H: -0.408 2.684 3.180

Properties
- E_HOMO (eV) = -11.09
- energy above the lowest of the compared OMol25 structures with the same formula, charge and spin (kcal per mole) = 42.9
- maximum force (eV/A) = 0.9
- E_tot (hartree) = -535.055441
- SMILES = O.O.O.O.O.O.O
- Kohn-Sham gap (eV) = 11.2